A.
Here is a 2-piece molecular cluster, C3H9NO2 overall from the OMol25 dataset. Energies are from ωB97M-V with the def2-TZVPD basis set.

Element x y z (Å)
C (-0.296, 2.782, -1.396)
C (-0.221, 1.516, -1.831)
O (0.833, 0.943, -2.480)
H (-0.978, 3.000, -0.587)
H (0.153, 3.663, -1.839)
H (-1.081, 0.873, -1.698)
H (1.436, 0.510, -1.883)
N (-0.464, -1.170, 2.136)
C (0.027, -2.088, 1.160)
O (1.100, -1.454, 0.407)
H (-1.389, -0.762, 1.978)
H (-0.611, -1.561, 3.064)
H (0.530, -2.952, 1.594)
H (-0.635, -2.383, 0.355)
H (1.596, -0.917, 1.019)

SMILES = C=CO.NCO
E_HOMO = -9.0 eV
charge = 0
orbital gap = 9.8 eV
LUMO = 0.81 eV

***

B.
Here is a 2-piece molecular cluster, C3H9NO2 overall from the OMol25 dataset. Energies are from ωB97M-V with the def2-TZVPD basis set.

Element x y z (Å)
C (-1.858, 1.836, -0.241)
N (-0.432, 1.582, -0.352)
C (0.136, 0.802, 0.718)
C (1.719, 0.552, 0.525)
O (2.268, -0.285, 1.393)
H (-2.364, 1.213, 0.545)
H (-2.458, 1.772, -1.187)
H (-2.299, 2.765, 0.209)
H (-0.056, 2.526, -0.850)
H (0.178, 1.423, 1.676)
H (-0.411, -0.110, 1.015)
H (1.985, 1.030, -0.440)
H (0.881, -5.661, -0.582)
H (1.561, -4.652, -1.706)
O (1.151, -4.793, -0.723)

SMILES = CNCC=O.O
E_HOMO = -8.8 eV
charge = 0
orbital gap = 9.3 eV
LUMO = 0.50 eV

***

C.
Here is a 2-piece molecular cluster, C3H9NO2 overall from the OMol25 dataset. Energies are from ωB97M-V with the def2-TZVPD basis set.

Element x y z (Å)
C (-0.224, 0.142, 0.972)
N (0.640, 0.229, -0.109)
C (1.987, -0.293, -0.059)
C (2.036, -1.527, -0.920)
O (-1.391, 0.520, 1.160)
H (0.113, -0.749, 1.524)
H (0.512, 0.853, -0.868)
H (2.342, -0.409, 1.048)
H (2.674, 0.472, -0.371)
H (2.788, -1.558, -1.605)
H (0.948, -1.684, -1.443)
H (2.122, -2.465, -0.249)
H (-4.490, 2.704, 0.501)
H (-5.262, 1.637, 0.515)
O (-4.796, 2.128, -0.096)

SMILES = CCNC=O.O
E_HOMO = -9.9 eV
charge = 0
orbital gap = 10.8 eV
LUMO = 0.92 eV

***

Which structure loses on stability? B does.

***

A.
Here is a 2-piece molecular cluster, C3H9NO2 overall from the OMol25 dataset. Energies are from ωB97M-V with the def2-TZVPD basis set.

Element x y z (Å)
C (1.579, -1.378, 0.994)
C (0.747, -2.099, -0.037)
N (0.427, -1.185, -1.154)
H (1.078, -0.471, 1.309)
H (1.730, -2.000, 1.871)
H (2.542, -1.102, 0.584)
H (1.222, -3.014, -0.377)
H (-0.209, -2.380, 0.402)
H (1.293, -0.807, -1.515)
H (0.087, -1.749, -1.927)
O (-1.128, 2.803, 0.481)
C (-0.675, 1.809, -0.007)
O (-1.351, 0.674, -0.152)
H (0.364, 1.723, -0.308)
H (-0.773, -0.014, -0.568)

SMILES = O=CO.CCN
E_HOMO = -10.0 eV
charge = 0
orbital gap = 10.7 eV
LUMO = 0.66 eV

***

B.
Here is a 2-piece molecular cluster, C3H9NO2 overall from the OMol25 dataset. Energies are from ωB97M-V with the def2-TZVPD basis set.

Element x y z (Å)
C (0.008, -2.273, 1.413)
C (-1.334, -1.626, 1.098)
O (-1.553, -1.232, -0.131)
O (-2.163, -1.420, 1.968)
H (0.251, -3.244, 0.922)
H (0.174, -2.360, 2.487)
H (0.825, -1.588, 1.015)
C (0.509, 2.186, -0.551)
N (0.592, 1.802, -1.951)
H (1.401, 1.341, -2.412)
H (-0.623, -1.081, -0.730)
H (0.513, 2.509, -2.588)
H (1.199, 1.690, 0.162)
H (-0.624, 2.112, -0.384)
H (0.825, 3.182, -0.320)

SMILES = CC(=O)O.CN
E_HOMO = -9.4 eV
charge = 0
orbital gap = 9.9 eV
LUMO = 0.47 eV

***

C.
Here is a 2-piece molecular cluster, C3H9NO2 overall from the OMol25 dataset. Energies are from ωB97M-V with the def2-TZVPD basis set.

Element x y z (Å)
C (-1.485, 2.068, -0.548)
C (-1.331, 2.434, 0.887)
O (-1.398, 3.546, 1.364)
N (-1.080, 1.394, 1.765)
H (-0.498, 2.229, -1.010)
H (-1.977, 2.778, -1.168)
H (-1.292, 1.673, 2.711)
H (-0.830, 0.427, 1.734)
H (-1.690, 1.012, -0.680)
C (1.971, -2.937, -0.507)
O (1.735, -3.486, -1.791)
H (1.783, -2.742, -2.396)
H (1.602, -3.588, 0.286)
H (1.463, -1.976, -0.395)
H (3.029, -2.831, -0.254)

SMILES = CC(N)=O.CO
E_HOMO = -10.0 eV
charge = 0
orbital gap = 10.4 eV
LUMO = 0.41 eV

***

Which structure loses on stability? B does.

***

A.
Here is an isolated ion of composition C3H3N2O2 and charge +1 from the OMol25 dataset. Energies are from ωB97M-V with the def2-TZVPD basis set.

Element x y z (Å)
C (0.982, 0.029, -0.746)
C (-1.036, 0.660, 1.114)
C (-1.003, -0.700, 0.439)
N (0.972, 1.145, -0.178)
N (-0.004, -0.898, -0.440)
O (-1.412, 1.479, 1.776)
O (-1.884, -1.433, 0.771)
H (1.699, -0.337, -1.479)
H (1.661, 1.861, -0.359)
H (0.025, -1.806, -0.898)

E_HOMO = -16.1 eV
charge = +1
orbital gap = 9.3 eV
LUMO = -6.77 eV

***

B.
Here is a 2-piece molecular cluster, C3H3N2O2 overall from the OMol25 dataset. Energies are from ωB97M-V with the def2-TZVPD basis set.

Element x y z (Å)
C (-1.090, -1.085, -0.135)
C (2.467, 0.384, 0.105)
C (-0.669, 1.336, -0.104)
N (-1.494, -2.155, 0.029)
N (-0.635, 0.043, -0.043)
O (3.535, 0.783, -0.056)
O (1.395, 0.010, 0.186)
H (-0.888, 1.758, -1.067)
H (-0.331, 1.766, 0.827)
H (-2.291, -2.839, 0.259)

E_HOMO = -15.7 eV
charge = +1
orbital gap = 9.1 eV
LUMO = -6.64 eV

***

Which structure loses on stability? B does.

***

A.
Here is one molecule with the formula C22H23N3O3 from the OMol25 dataset. Energies are from ωB97M-V with the def2-TZVPD basis set.

Element x y z (Å)
C (0.594, 3.705, 2.668)
C (-0.494, 3.034, 1.893)
C (-0.220, 2.533, 0.626)
C (-1.205, 1.872, -0.086)
C (-2.480, 1.707, 0.436)
C (-2.755, 2.214, 1.693)
C (-1.770, 2.868, 2.415)
H (-1.996, 3.249, 3.401)
H (-3.742, 2.092, 2.114)
H (-3.232, 1.179, -0.128)
N (-0.890, 1.318, -1.361)
C (-0.946, -0.034, -1.616)
O (-1.380, -0.869, -0.864)
C (-0.331, -0.265, -3.005)
N (1.011, -0.817, -2.985)
C (1.129, -2.216, -2.648)
H (0.323, -2.767, -3.134)
C (1.109, -2.516, -1.131)
N (1.738, -1.426, -0.416)
C (1.303, -0.881, 0.751)
O (1.730, 0.194, 1.144)
C (0.327, -1.665, 1.556)
C (-0.728, -0.982, 2.151)
C (-1.638, -1.659, 2.940)
C (-1.485, -3.016, 3.170)
C (-0.410, -3.691, 2.617)
C (0.493, -3.022, 1.811)
H (1.341, -3.551, 1.403)
H (-0.274, -4.745, 2.814)
H (-2.195, -3.545, 3.789)
H (-2.465, -1.123, 3.383)
H (-0.826, 0.078, 1.983)
C (2.729, -0.715, -1.190)
C (2.062, -0.004, -2.376)
H (1.653, 0.946, -2.030)
H (2.821, 0.213, -3.139)
H (3.480, -1.432, -1.537)
H (3.207, 0.016, -0.535)
H (1.649, -3.456, -0.954)
H (0.083, -2.628, -0.776)
H (2.076, -2.560, -3.077)
C (-0.349, 1.131, -3.626)
C (-0.490, 2.078, -2.449)
O (-0.333, 3.267, -2.438)
H (-1.215, 1.271, -4.274)
H (0.545, 1.350, -4.206)
H (-0.952, -0.979, -3.556)
H (0.769, 2.638, 0.209)
H (0.244, 4.018, 3.648)
H (0.960, 4.578, 2.129)
H (1.427, 3.015, 2.792)

SMILES = Cc1cccc(N2C(=O)C[C@@H](N3CCN(C(=O)c4ccccc4)CC3)C2=O)c1
E_HOMO = -8.6 eV
charge = 0
orbital gap = 9.3 eV
LUMO = 0.70 eV

***

B.
Here is one molecule with the formula C22H23N3O3 from the OMol25 dataset. Energies are from ωB97M-V with the def2-TZVPD basis set.

Element x y z (Å)
C (-0.280, -3.523, 5.598)
C (0.451, -4.594, 5.363)
C (1.138, -4.922, 4.068)
N (0.931, -3.928, 3.042)
C (1.739, -2.807, 2.897)
O (2.722, -2.576, 3.550)
C (1.134, -2.033, 1.781)
C (1.503, -0.835, 1.212)
C (0.740, -0.351, 0.145)
C (-0.376, -1.053, -0.302)
C (-0.754, -2.256, 0.286)
C (0.016, -2.738, 1.323)
C (-0.121, -3.969, 2.141)
O (-0.937, -4.852, 2.066)
H (-1.623, -2.797, -0.053)
H (-0.981, -0.653, -1.102)
C (1.149, 0.967, -0.444)
O (1.636, 1.847, 0.241)
N (0.946, 1.084, -1.770)
H (0.553, 0.330, -2.311)
C (1.292, 2.257, -2.533)
H (1.635, 3.025, -1.838)
H (2.116, 2.001, -3.209)
C (0.105, 2.768, -3.385)
N (-0.600, 1.594, -3.932)
C (-1.873, 1.292, -3.308)
H (-2.161, 0.277, -3.589)
H (-1.781, 1.350, -2.226)
H (-2.678, 1.974, -3.618)
C (-0.714, 1.595, -5.374)
H (0.270, 1.735, -5.817)
H (-1.392, 2.372, -5.755)
H (-1.098, 0.625, -5.692)
C (-0.807, 3.738, -2.666)
C (-1.551, 4.633, -3.428)
C (-2.438, 5.511, -2.832)
C (-2.589, 5.513, -1.456)
C (-1.846, 4.634, -0.687)
C (-0.965, 3.749, -1.286)
H (-0.394, 3.082, -0.661)
H (-1.950, 4.633, 0.388)
H (-3.277, 6.199, -0.986)
H (-3.007, 6.197, -3.442)
H (-1.432, 4.646, -4.503)
H (0.545, 3.314, -4.228)
H (2.350, -0.270, 1.568)
H (0.759, -5.877, 3.687)
H (2.216, -5.006, 4.240)
H (0.607, -5.338, 6.132)
H (-0.741, -3.355, 6.555)
H (-0.453, -2.765, 4.852)

SMILES = C=CCN1C(=O)c2ccc(C(=O)NC[C@H](c3ccccc3)N(C)C)cc2C1=O
E_HOMO = -8.9 eV
charge = 0
orbital gap = 8.3 eV
LUMO = -0.56 eV

***

Which structure loses on stability? B does.

***

A.
Here is a 2-piece molecular cluster, C2H5O3S overall from the OMol25 dataset. Energies are from ωB97M-V with the def2-TZVPD basis set.

Element x y z (Å)
C (-0.025, -0.069, 0.880)
C (0.454, -0.124, -0.539)
O (2.627, 0.904, -1.579)
O (0.558, 1.962, -2.559)
O (-1.196, 0.092, -1.491)
S (1.306, 1.560, -1.339)
H (-0.839, -0.747, 1.194)
H (0.849, -0.453, 1.408)
H (-0.182, 0.959, 1.118)
H (0.700, -0.993, -1.013)
H (-0.933, 0.616, -2.231)

E_HOMO = -3.5 eV
charge = -1
orbital gap = 7.6 eV
LUMO = 4.09 eV

***

B.
Here is a 2-piece molecular cluster, C2H5O3S overall from the OMol25 dataset. Energies are from ωB97M-V with the def2-TZVPD basis set.

Element x y z (Å)
C (-1.509, -0.525, -0.522)
C (-0.397, 1.305, 0.239)
O (3.080, 0.778, 0.788)
O (2.416, -1.502, 1.148)
O (-1.660, 0.796, -0.016)
S (2.415, -0.399, 0.187)
H (-1.412, -1.209, 0.299)
H (-0.595, -0.817, -1.094)
H (-2.488, -0.906, -0.996)
H (-0.172, 2.022, -0.462)
H (0.322, 0.455, 0.430)

E_HOMO (alpha / beta) = -4.5 / -1.5 eV
charge = -1
orbital gap (alpha / beta) = 8.2 / 5.2 eV
LUMO (alpha / beta) = 3.73 / 3.64 eV

***

Which structure loses on stability? B does.